The following is a DFT calculation (ωB97M-V with the def2-TZVPD basis set) of a 2-piece molecular cluster, C4H5NO overall at a distorted geometry.

Each atom is followed by the atoms it is bonded to, with distances in Å.
Geometry (Å):
1 N 2.8987 0.7943 0.7754  C2 1.158
2 C 1.8818 0.2448 0.7093  N1 1.158, C3 1.459
3 C 0.5523 -0.3212 0.5053  C2 1.459, C4 1.527, C5 1.491, H7 1.101
4 C 0.2022 -0.8600 -0.8803  C3 1.527, C5 1.288, H8 1.076
5 C -0.2181 0.3236 -0.5960  C3 1.491, C4 1.288, O6 1.324
6 O -0.8393 1.4332 -0.9639  C5 1.324, H9 0.967
7 H 0.0952 -0.7213 1.4237  C3 1.101
8 H 0.3942 -1.6539 -1.5803  C4 1.076
9 H -0.7897 2.0858 -0.2519  O6 0.967
10 H -2.3288 -0.4872 0.7039  H11 0.743
11 H -2.0030 -0.9044 0.1830  H10 0.743

## Properties
Gap between HOMO and LUMO in eV: 10.49
Net charge: 0
Relative energy (zero: lowest compared OMol25 entry of this formula, charge and spin) in eV: 4.002
E_HOMO in eV: -9.9498
SMILES string: N#C[C@@H]1C=C1O.[H][H]

In elementary charge units, the Mulliken charges are: atom 1 (N): -0.4275, atom 2 (C): 0.1875, atom 3 (C): -0.1752, atom 4 (C): -0.2097, atom 5 (C): -0.0293, atom 6 (O): -0.4452, atom 7 (H): 0.3734, atom 8 (H): 0.3658, atom 9 (H): 0.3414, atom 10 (H): 0.1222, atom 11 (H): -0.1033